{
  "formula": "C5H10N5",
  "method": "wB97M-V/def2-TZVPD",
  "mol_weight_g_mol": 140.17,
  "smiles": "[H]/N=C(\\N)[C@H]1C=[N+](N)C=CN1",
  "energy_ha": -469.94527,
  "charge": 1,
  "relative_energy_kj_mol": 274.5,
  "e_homo_ev": -12.43,
  "gap_ha": 0.30154,
  "e_lumo_ha": -0.155,
  "elements": ["H", "N", "C", "N", "C", "C", "N", "N", "C", "C", "N", "H", "H", "H", "H", "H", "H", "H", "H", "H"],
  "xyz": [[3.334, -1.096, -0.521], [2.377, -1.121, -0.474], [1.933, -0.184, 0.259], [2.742, 0.715, 0.826], [0.385, -0.292, 0.673], [-0.705, 0.709, 0.292], [-1.903, 0.340, -0.033], [-3.013, 1.194, -0.069], [-2.196, -0.926, -0.696], [-1.168, -1.824, -0.646], [-0.076, -1.585, 0.005], [2.421, 1.613, 1.363], [3.713, 0.538, 0.788], [0.354, -0.351, 1.794], [-0.811, 1.766, 0.568], [-2.859, 2.177, 0.158], [-3.768, 1.221, -0.752], [-3.136, -0.990, -1.129], [-1.085, -2.714, -1.289], [0.712, -1.987, -0.260]],
  "atomic_forces_ev_per_a": [[2.950, -0.044, -0.582], [-3.403, -0.285, 0.440], [-1.033, -0.560, -0.223], [-1.818, 3.704, 2.363], [-1.011, -0.686, -0.818], [-0.901, 1.428, 1.279], [-1.614, -1.367, -3.250], [0.463, 1.433, 1.329], [2.003, 0.349, 1.880], [-1.947, 0.426, -1.848], [-0.996, 3.829, 3.632], [0.842, -2.698, -1.491], [0.888, 0.137, -0.039], [0.172, -0.251, -0.836], [1.358, -0.253, 0.088], [0.754, -0.596, 0.319], [0.879, -1.516, -0.472], [-1.332, -0.317, -0.616], [-0.650, 0.344, 0.497], [4.396, -3.075, -1.653]]
}